C26H16AuBrN3O2 as an isolated structure. Source: the OMol25 dataset; level of theory: ωB97M-V with the def2-TZVPD basis set.

The geometry in ORCA input format:
```
! wB97M-V def2-TZVPD RIJCOSX def2/J DEFGRID3
* xyz 1 1
Au -0.082 -0.100 0.000
O -3.208 -4.351 -4.277
C -3.780 -3.373 -3.781
O -4.943 -2.954 -3.789
C -2.827 -2.489 -2.921
C -3.332 -1.371 -2.257
C -2.471 -0.618 -1.489
N -1.180 -0.964 -1.430
C -0.672 -2.066 -1.995
C -1.489 -2.855 -2.775
C 0.743 -2.319 -1.608
C 1.537 -3.271 -2.210
C 2.844 -3.442 -1.774
C 3.332 -2.659 -0.741
C 2.501 -1.715 -0.168
N 1.243 -1.556 -0.586
C -2.804 0.537 -0.610
C -4.014 1.197 -0.649
C -4.238 2.259 0.217
C -3.248 2.638 1.109
C -2.051 1.949 1.112
N -1.840 0.926 0.281
H -4.392 -1.175 -2.368
H -1.175 -3.766 -3.273
H 1.130 -3.868 -3.013
H 3.477 -4.182 -2.246
H 4.344 -2.765 -0.380
H 2.821 -1.075 0.642
H -4.768 0.879 -1.355
H -5.181 2.788 0.189
H -3.390 3.461 1.795
H -1.241 2.195 1.785
Br 1.376 2.158 -1.268
C 2.149 2.516 0.438
C 3.014 3.567 0.491
C 3.633 3.908 1.709
C 3.366 3.184 2.830
C 2.471 2.087 2.794
C 2.212 1.353 3.977
C 1.357 0.295 3.973
C 0.717 -0.078 2.772
C 0.939 0.606 1.605
C 1.829 1.720 1.575
H 3.224 4.141 -0.401
H 4.318 4.745 1.739
H 3.835 3.436 3.772
H 2.713 1.654 4.889
H 1.162 -0.263 4.878
H 0.039 -0.924 2.792
*
```

Summary:
Energy above the lowest of the compared OMol25 structures with the same formula, charge and spin in kJ/mol: 0.0
DFT total energy in eV: -109514.9796
LUMO energy in eV: -4.698

---

C26H16Cl2FeN5O2 as an isolated structure at a distorted geometry. Source: the OMol25 dataset; level of theory: ωB97M-V with the def2-TZVPD basis set.

The geometry in ORCA input format:
```
! wB97M-V def2-TZVPD RIJCOSX def2/J DEFGRID3
* xyz 0 2
Fe 0.165 1.855 -0.107
Cl -3.550 -0.862 4.849
C -3.117 -0.275 3.277
C -1.809 -0.454 2.844
C -1.440 0.007 1.599
N -0.132 -0.163 0.995
C 1.039 -0.141 1.732
O 1.148 -0.330 2.918
C 2.274 0.255 0.914
C 3.525 -0.032 1.407
C 4.631 0.396 0.681
C 4.426 1.088 -0.496
C 3.125 1.351 -0.903
N 2.058 0.943 -0.211
C -2.323 0.742 0.795
C -3.645 0.852 1.211
C -4.034 0.341 2.443
Cl -5.692 0.520 2.914
N -1.736 1.391 -0.300
C -2.443 2.015 -1.239
O -3.642 1.976 -1.502
C -1.541 2.924 -2.058
C -2.087 3.748 -3.026
C -1.258 4.630 -3.696
C 0.091 4.652 -3.382
C 0.556 3.789 -2.407
N -0.240 2.935 -1.753
H -1.101 -0.948 3.490
H 3.609 -0.569 2.341
H 5.633 0.196 1.037
H 5.256 1.431 -1.099
H 2.920 1.890 -1.819
H -4.360 1.362 0.586
H -3.150 3.680 -3.208
H -1.660 5.301 -4.445
H 0.776 5.327 -3.875
H 1.604 3.768 -2.137
C -0.143 -1.042 -0.207
C 0.171 -2.497 0.058
C 0.596 -3.270 -1.021
C 0.871 -4.616 -0.870
C 0.735 -5.208 0.382
C 0.318 -4.449 1.469
C 0.033 -3.102 1.304
C 1.032 -6.615 0.548
N 1.269 -7.732 0.676
H -1.131 -0.943 -0.649
H 0.553 -0.656 -0.944
H 0.711 -2.808 -1.996
H 1.192 -5.211 -1.714
H 0.215 -4.915 2.440
H -0.299 -2.528 2.156
*
```

Summary:
DFT total energy in eV: -98198.7067
LUMO energy (alpha / beta) in eV: -0.707 / -0.704

---

Q: Which value of DFT total energy does entry 1 give?
A: -109514.9796 eV